# 1
{"formula": "C32H25FeI2N5OS", "method": "ωB97M-V/def2-TZVPD", "gap_ev": [7.20, 7.22], "multiplicity": 5, "e_lumo_ha": [-0.0133, -0.0159], "de_lowest_kj_mol": 0.00, "species": ["Fe", "I", "C", "C", "C", "I", "C", "O", "C", "C", "N", "C", "C", "C", "C", "C", "C", "N", "C", "H", "H", "H", "H", "H", "H", "H", "H", "H", "H", "H", "C", "C", "C", "C", "C", "C", "C", "C", "C", "C", "C", "C", "C", "C", "C", "N", "H", "H", "H", "H", "H", "H", "H", "H", "H", "H", "S", "C", "N", "C", "C", "C", "N", "H", "H", "H", "H"], "coordinates": [[-0.6479, 0.2362, -0.6827], [-3.0341, 7.3459, -0.2767], [-2.7971, 5.2834, -0.4982], [-3.2779, 4.6518, -1.6343], [-3.1096, 3.2850, -1.7730], [-3.8225, 2.3108, -3.4712], [-2.4624, 2.5082, -0.7978], [-2.3082, 1.2148, -0.9434], [-2.0005, 3.1796, 0.3556], [-1.3618, 2.3671, 1.4418], [-0.1108, 1.7298, 0.9885], [0.5343, 0.9482, 2.0368], [-0.1074, -0.4070, 2.2126], [0.0786, -1.1334, 3.3825], [-0.4735, -2.3961, 3.4829], [-1.2162, -2.8956, 2.4205], [-1.3557, -2.1132, 1.2929], [-0.8047, -0.8993, 1.1842], [-2.1634, 4.5493, 0.4920], [-3.7770, 5.2168, -2.4091], [-1.1787, 2.9948, 2.3222], [-2.0385, 1.5621, 1.7434], [0.5239, 2.4463, 0.6551], [1.5807, 0.7767, 1.7691], [0.5326, 1.4665, 3.0036], [0.6712, -0.7147, 4.1841], [-0.3278, -2.9845, 4.3795], [-1.6759, -3.8732, 2.4613], [-1.9193, -2.4562, 0.4329], [-1.8015, 5.0425, 1.3862], [3.7312, -0.1299, -1.4427], [3.7655, -1.2450, -2.2672], [2.5767, -1.8365, -2.6663], [1.3515, -1.3241, -2.2308], [1.2814, -0.2037, -1.3770], [2.5051, 0.3701, -1.0157], [0.0683, -1.9699, -2.6408], [0.0302, -3.0402, -3.5760], [-1.1561, -3.6236, -3.8905], [-2.3511, -3.1567, -3.2985], [-3.6186, -3.7155, -3.5794], [-4.7400, -3.2082, -2.9892], [-4.6364, -2.1157, -2.1011], [-3.4243, -1.5555, -1.8100], [-2.2475, -2.0744, -2.4002], [-1.0393, -1.5162, -2.0837], [4.6539, 0.3370, -1.1211], [4.7116, -1.6540, -2.5975], [2.6303, -2.7070, -3.3075], [2.5196, 1.2405, -0.3654], [0.9390, -3.3824, -4.0458], [-1.1990, -4.4410, -4.6010], [-3.6816, -4.5458, -4.2726], [-5.7108, -3.6331, -3.2073], [-5.5334, -1.7041, -1.6565], [-3.3461, -0.6874, -1.1689], [3.5594, -1.0335, 2.6204], [2.8988, -2.4578, 2.0770], [2.2357, -2.4892, 0.8639], [1.6264, -3.5812, 0.3736], [1.6725, -4.7451, 1.0737], [2.3837, -4.6962, 2.2897], [2.9610, -3.6301, 2.7761], [2.2182, -1.6237, 0.3241], [1.1276, -3.4580, -0.5774], [1.1987, -5.6455, 0.7173], [2.4705, -5.5956, 2.8936]], "forces_ev_per_a": [[0.0, -0.1, 0.0], [0.0, 0.0, 0.0], [0.0, 0.0, 0.0], [0.0, 0.0, 0.0], [0.0, 0.0, 0.0], [0.0, 0.0, 0.0], [0.0, 0.0, 0.0], [0.0, 0.1, 0.0], [0.0, 0.0, 0.0], [0.0, 0.0, 0.0], [-0.1, 0.0, 0.0], [0.0, 0.0, 0.0], [0.0, 0.0, -0.1], [0.0, 0.0, 0.0], [0.0, 0.0, 0.0], [0.0, 0.0, 0.0], [0.0, 0.0, 0.0], [0.0, 0.0, 0.0], [0.0, 0.0, 0.0], [0.0, 0.0, 0.0], [0.0, 0.0, 0.0], [0.0, 0.0, 0.0], [0.0, 0.0, 0.0], [0.0, 0.0, 0.0], [0.0, 0.0, 0.0], [0.0, 0.0, 0.0], [0.0, 0.0, 0.0], [0.0, 0.0, 0.0], [0.0, 0.0, 0.0], [0.0, 0.0, 0.0], [0.0, 0.0, 0.0], [0.0, 0.0, 0.0], [0.0, 0.0, 0.0], [0.0, 0.0, 0.0], [0.0, 0.0, 0.0], [0.0, 0.0, 0.0], [0.0, 0.0, 0.0], [0.0, 0.0, 0.0], [0.0, 0.0, 0.0], [0.0, 0.0, 0.0], [0.0, 0.0, 0.0], [0.0, 0.0, 0.0], [0.0, 0.0, 0.0], [0.0, 0.0, 0.0], [0.0, 0.0, 0.0], [0.0, 0.0, 0.0], [0.0, 0.0, 0.0], [0.0, 0.0, 0.0], [0.0, 0.0, 0.0], [0.0, 0.0, 0.0], [0.0, 0.0, 0.0], [0.0, 0.0, 0.0], [0.0, 0.0, 0.0], [0.0, 0.0, 0.0], [0.0, 0.0, 0.0], [0.0, 0.0, 0.0], [0.0, 0.0, 0.0], [0.0, 0.0, 0.0], [0.0, 0.0, 0.0], [0.0, 0.0, 0.0], [0.0, 0.0, 0.0], [0.0, 0.0, 0.0], [0.0, 0.0, 0.0], [0.0, 0.0, 0.0], [0.0, 0.0, 0.0], [0.0, 0.0, 0.0], [0.0, 0.0, 0.0]], "mulliken_spin": [3.84, 0.00, 0.01, 0.00, 0.01, 0.00, 0.02, 0.07, 0.01, 0.00, 0.05, -0.02, 0.00, 0.00, 0.00, 0.00, 0.02, -0.02, -0.01, 0.00, 0.00, 0.00, -0.01, 0.00, 0.00, 0.00, 0.00, 0.00, 0.00, 0.00, -0.01, 0.01, -0.01, -0.10, 0.04, 0.01, 0.02, 0.00, 0.00, 0.01, 0.00, 0.00, 0.00, -0.01, 0.00, 0.03, 0.00, 0.00, 0.00, 0.00, 0.00, 0.00, 0.00, 0.00, 0.00, 0.01, 0.00, 0.00, 0.00, 0.00, 0.00, 0.00, 0.00, 0.00, 0.00, 0.00, 0.00]}

***

# 2
{"formula": "C5H9ClN2O2S", "method": "ωB97M-V/def2-TZVPD", "gap_ev": 8.65, "e_lumo_ha": -0.0098, "de_lowest_kj_mol": 204.18, "species": ["C", "C", "C", "C", "C", "N", "N", "O", "O", "S", "Cl", "H", "H", "H", "H", "H", "H", "H", "H", "H"], "coordinates": [[1.8978, 0.3215, 0.4913], [1.6585, -0.8078, -0.5073], [1.4191, 1.6538, -0.2175], [0.2134, -1.2521, -0.5258], [-2.0702, 0.2276, 0.5659], [0.1740, 1.5516, -0.9635], [-2.9868, -1.0663, 0.3631], [-2.5056, -2.0501, 0.8872], [-3.9502, -0.9721, -0.3803], [-0.7893, 0.3653, -0.9845], [-2.9407, 1.7443, 0.4595], [1.2648, 0.2928, 1.5082], [2.8638, 0.5372, 0.7662], [1.7822, -0.1553, -1.4887], [2.4329, -1.7028, -0.6059], [1.1759, 2.4129, 0.5749], [2.2920, 2.1362, -0.7515], [-0.1427, -2.0000, -1.2309], [-0.1976, -1.4264, 0.4534], [-1.5915, 0.1895, 1.5863]], "forces_ev_per_a": [[-4.0, 1.1, 1.1], [1.7, 0.0, -2.7], [-0.1, 0.7, 2.2], [-1.0, 1.7, 0.2], [0.1, -0.1, 0.7], [0.5, 0.1, -0.8], [0.9, 2.0, -0.6], [-0.7, -0.1, -0.2], [1.0, -0.5, 1.1], [0.2, -1.3, 0.1], [-0.2, -0.4, 0.0], [1.3, -0.6, -2.1], [2.5, -0.2, 0.6], [0.1, -1.9, 1.2], [-1.7, 1.9, 0.6], [0.5, -0.6, -0.4], [-1.3, -0.8, -0.3], [0.4, 0.0, -0.1], [0.2, -0.7, 0.4], [-0.5, -0.4, -1.2]], "mulliken_charge": [-0.45, -0.67, -0.64, -0.69, -0.25, -0.34, 0.86, -0.51, -0.51, 0.24, -0.12, 0.23, 0.34, 0.30, 0.32, 0.31, 0.31, 0.46, 0.45, 0.37]}

***

# 3
{"formula": "C2H7NS2", "method": "ωB97M-V/def2-TZVPD", "gap_ev": 8.40, "smiles": "C=N.CSS", "e_lumo_ha": -0.0052, "de_lowest_kj_mol": 339.84, "species": ["C", "N", "H", "H", "H", "C", "S", "S", "H", "H", "H", "H"], "coordinates": [[-1.6498, -1.0650, -1.0444], [-1.9145, -1.0184, 0.2237], [-1.2666, -0.2583, -1.6442], [-2.2540, -1.6151, -1.7446], [-1.3832, -1.4043, 0.9280], [1.2463, 1.6198, -0.0093], [2.0480, -0.0409, -0.0264], [1.6078, -0.7399, 1.8609], [1.1592, 2.0397, 0.9579], [1.7672, 2.3329, -0.6593], [0.2213, 1.6378, -0.2184], [0.4183, -1.4883, 1.3761]], "forces_ev_per_a": [[-2.8, 1.6, 2.0], [0.9, -0.9, -4.4], [1.6, 0.8, 0.1], [-0.5, -1.4, -0.2], [0.6, 0.0, 2.5], [1.0, 0.0, -0.3], [-0.2, 1.0, 0.3], [-2.1, -1.4, -1.5], [1.0, 0.2, 1.4], [0.1, -0.4, 0.1], [-1.6, -0.7, -1.2], [2.1, 1.2, 1.3]], "mulliken_charge": [-0.17, -0.44, 0.18, 0.25, 0.27, -0.88, -0.06, -0.18, 0.36, 0.32, 0.31, 0.05]}

***

Ordered max |F| results: 0.1; 4.3; 4.6; unit eV/Å.
Ordered E results: -3840.807107; -1314.064651; -931.394145; unit a.u..